C37H37KNO2Se2 | wB97M-V/def2-TZVPD

Summary:
Total charge ... -1
Gap between HOMO and LUMO ... 7.0059 eV
Energy above the lowest of the compared OMol25 structures with the same formula, charge and spin ... 0.567 eV

Geometry as XYZ:
```
80
Properties=species:S:1:pos:R:3:forces:R:3
K 0.228 -0.129 -1.600 0.41 -0.43 -2.01
O 1.446 1.519 -0.944 1.09 2.18 1.20
C 1.142 2.690 -0.350 -0.08 0.35 -0.06
C -0.257 3.239 -0.902 -0.09 -0.12 0.31
C -1.521 2.497 -0.509 0.14 -0.07 -0.15
C -2.408 3.038 0.417 -0.09 0.00 0.01
C -3.505 2.297 0.825 0.00 0.04 0.05
C -3.721 1.051 0.272 -0.07 0.12 -0.01
C -2.861 0.610 -0.729 0.05 -0.11 -0.30
C -3.143 -0.705 -1.425 0.03 0.04 0.34
C -2.311 -1.930 -0.856 -0.19 -0.08 -0.04
O -1.055 -1.919 -1.362 -1.66 -1.41 0.35
C -2.353 -1.783 0.690 0.07 -0.03 0.07
C -3.453 -2.200 1.439 0.06 0.05 0.03
C -3.511 -1.997 2.814 0.09 0.04 -0.07
C -2.462 -1.365 3.470 -0.02 -0.02 -0.05
C -1.362 -0.934 2.739 -0.03 0.04 -0.10
C -1.312 -1.139 1.365 -0.19 -0.10 -0.04
C -2.981 -3.264 -1.271 0.03 0.03 0.07
C -2.538 -4.438 -0.650 0.01 0.03 -0.02
C -2.998 -5.683 -1.046 -0.05 0.05 -0.05
C -3.921 -5.791 -2.087 0.08 0.08 0.06
C -4.362 -4.639 -2.717 0.05 0.05 0.06
C -3.895 -3.388 -2.310 -0.03 -0.06 -0.01
N -1.789 1.321 -1.106 -0.53 0.37 0.32
C 2.149 3.825 -0.731 0.02 -0.02 -0.02
C 2.162 5.082 -0.125 0.00 -0.02 -0.01
C 3.066 6.061 -0.517 0.00 -0.10 -0.05
C 3.983 5.799 -1.530 -0.07 -0.07 0.04
C 3.982 4.551 -2.138 -0.09 -0.05 0.06
C 3.072 3.574 -1.739 0.06 0.10 -0.04
C 1.195 2.572 1.196 0.10 0.01 -0.03
C 0.361 3.226 2.095 0.06 0.02 0.02
C 0.485 3.046 3.472 0.07 -0.04 -0.04
C 1.471 2.217 3.982 0.02 -0.02 -0.12
C 2.352 1.596 3.097 -0.07 0.06 -0.01
C 2.216 1.781 1.729 -0.01 -0.08 -0.01
H -0.136 3.172 -1.985 0.01 0.05 0.00
H -0.375 4.295 -0.642 -0.05 -0.03 0.01
H -2.252 4.037 0.799 0.06 -0.01 0.06
H -4.186 2.693 1.572 0.03 -0.01 -0.04
H -4.552 0.433 0.584 0.01 0.01 -0.02
H -2.888 -0.618 -2.483 -0.02 -0.04 0.01
H -4.214 -0.909 -1.326 0.02 0.05 -0.02
H -4.277 -2.697 0.938 0.00 -0.02 0.00
H -4.375 -2.336 3.373 -0.01 -0.01 0.00
H -2.501 -1.210 4.543 -0.01 0.01 -0.03
H -0.542 -0.422 3.232 -0.03 -0.02 -0.03
H -0.450 -0.786 0.814 -0.06 -0.10 0.05
H -1.811 -4.355 0.152 -0.04 -0.01 -0.04
H -2.639 -6.575 -0.544 -0.01 0.02 -0.02
H -4.283 -6.762 -2.403 0.00 0.00 0.01
H -5.078 -4.706 -3.529 0.02 0.01 0.00
H -4.248 -2.506 -2.830 0.00 -0.03 0.02
H 1.465 5.298 0.679 0.02 -0.01 -0.03
H 3.060 7.028 -0.027 0.00 0.00 0.00
H 4.692 6.559 -1.836 0.01 0.01 0.00
H 4.696 4.332 -2.925 -0.03 0.00 0.02
H 3.056 2.590 -2.191 -0.01 0.01 0.02
H -0.396 3.904 1.735 -0.07 0.01 -0.04
H -0.193 3.561 4.143 0.00 -0.02 -0.02
H 1.562 2.063 5.051 0.01 0.01 -0.02
H 3.150 0.968 3.477 -0.02 0.02 -0.01
H 2.914 1.319 1.038 -0.11 0.04 0.05
C 5.465 -0.895 -1.699 -0.02 0.00 -0.01
Se 3.763 -0.083 -1.171 0.41 -0.22 -0.03
C 3.518 -1.333 0.323 -0.07 0.01 -0.10
C 3.152 -2.750 -0.104 -0.09 0.09 0.01
Se 1.248 -2.690 -0.602 0.86 -0.74 0.43
C 1.143 -4.524 -1.230 -0.15 0.10 -0.07
H 5.845 -0.321 -2.543 0.02 -0.02 0.01
H 5.345 -1.934 -2.004 0.01 0.04 -0.01
H 6.176 -0.832 -0.875 0.02 -0.01 -0.03
H 2.724 -0.902 0.935 -0.01 0.00 0.05
H 4.437 -1.300 0.907 0.08 -0.02 0.02
H 3.312 -3.452 0.717 -0.01 0.01 0.04
H 3.751 -3.075 -0.955 0.04 -0.04 -0.02
H 1.286 -5.219 -0.406 0.00 -0.02 0.02
H 1.894 -4.694 -1.999 0.00 0.00 -0.02
H 0.148 -4.651 -1.653 0.01 0.02 0.01
```
Forces are in eV/Å.

How positive or negative is each atom? The Löwdin charges in e answer that: number 1, K, carries 0.731; number 2, O, carries -0.500; number 3, C, carries -0.519; number 4, C, carries -0.038; number 5, C, carries -0.244; number 6, C, carries -0.046; number 7, C, carries -0.055; number 8, C, carries -0.030; number 9, C, carries -0.265; number 10, C, carries -0.054; number 11, C, carries -0.531; number 12, O, carries -0.498; number 13, C, carries -0.150; number 14, C, carries -0.049; number 15, C, carries -0.097; number 16, C, carries -0.107; number 17, C, carries -0.065; number 18, C, carries -0.032; number 19, C, carries -0.139; number 20, C, carries -0.045; number 21, C, carries -0.091; number 22, C, carries -0.118; number 23, C, carries -0.101; number 24, C, carries -0.037; number 25, N, carries 0.097; number 26, C, carries -0.132; number 27, C, carries -0.041; number 28, C, carries -0.102; number 29, C, carries -0.121; number 30, C, carries -0.090; number 31, C, carries -0.029; number 32, C, carries -0.115; number 33, C, carries -0.047; number 34, C, carries -0.093; number 35, C, carries -0.117; number 36, C, carries -0.085; number 37, C, carries -0.026; number 38, H, carries 0.126; number 39, H, carries 0.106; number 40, H, carries 0.100; number 41, H, carries 0.103; number 42, H, carries 0.111; number 43, H, carries 0.123; number 44, H, carries 0.111; number 45, H, carries 0.116; number 46, H, carries 0.091; number 47, H, carries 0.090; number 48, H, carries 0.098; number 49, H, carries 0.067; number 50, H, carries 0.123; number 51, H, carries 0.095; number 52, H, carries 0.088; number 53, H, carries 0.091; number 54, H, carries 0.100; number 55, H, carries 0.105; number 56, H, carries 0.090; number 57, H, carries 0.087; number 58, H, carries 0.093; number 59, H, carries 0.078; number 60, H, carries 0.081; number 61, H, carries 0.094; number 62, H, carries 0.089; number 63, H, carries 0.097; number 64, H, carries 0.065; number 65, C, carries -0.418; number 66, Se, carries 0.990; number 67, C, carries -0.567; number 68, C, carries -0.546; number 69, Se, carries 1.004; number 70, C, carries -0.370; number 71, H, carries 0.006; number 72, H, carries 0.005; number 73, H, carries 0.014; number 74, H, carries 0.035; number 75, H, carries 0.061; number 76, H, carries 0.062; number 77, H, carries 0.041; number 78, H, carries 0.018; number 79, H, carries 0.018; number 80, H, carries 0.007